1.
ORCA calculation (ωB97M-V/def2-TZVPD) on one molecule with the formula C3H7NO2.

Properties
largest force on an atom: 0.39 eV/Å
LUMO level: 0.565 eV
M: 89.09 g/mol
ΔE to the lowest compared entry with this formula, charge and spin: 270.0 kJ/mol
HOMO energy: -7.229 eV
total charge: 0
SMILES: C[NH2+]/C([O-])=C\O
energy: -323.678110 hartree

Last column: Löwdin charge in e.
Cartesian coordinates (Å):
C (-0.7799, 0.2062, -1.2806)  -0.042
N (0.6024, 0.1531, -0.7704)  0.032
C (0.6140, 0.7689, 0.7615)  -0.484
O (0.8897, 1.9616, 0.7589)  -0.016
C (0.2546, -0.2299, 1.5995)  -0.167
O (0.1492, -1.5530, 1.1209)  -0.089
H (-1.2032, 1.1653, -0.9777)  0.103
H (-1.3304, -0.6033, -0.8019)  0.088
H (-0.8179, 0.0994, -2.3666)  0.088
H (0.9577, -0.8028, -0.7589)  0.142
H (1.2287, 0.7701, -1.2857)  0.155
H (0.1699, -0.0604, 2.6656)  0.103
H (-0.7349, -1.8752, 1.3353)  0.087

=====

2.
ORCA calculation (ωB97M-V/def2-TZVPD) on C35H23N3PPtS6 as an isolated structure.

Properties
largest force on an atom: 0.75 eV/Å
LUMO level (spin up / spin down): -5.320 / -5.319 eV
M: 904.04 g/mol
ΔE to the lowest compared entry with this formula, charge and spin: 0.0 kJ/mol
HOMO energy (spin up / spin down): -9.132 / -9.132 eV
total charge: +1
energy: -4361.453897 hartree

Last column: Löwdin charge in e.
Cartesian coordinates (Å):
Pt (-1.2742, 0.4454, 0.0106)  0.951
C (2.1864, -3.4569, 3.3627)  -0.056
C (0.8644, -3.0355, 3.3575)  -0.051
C (0.4655, -1.9988, 2.5292)  -0.091
C (1.3973, -1.3792, 1.6952)  -0.314
C (2.7253, -1.8115, 1.6982)  -0.068
C (3.1157, -2.8458, 2.5331)  -0.060
P (0.9384, 0.0157, 0.6471)  1.067
C (2.1488, 0.0496, -0.6843)  -0.355
C (1.8440, -0.7864, -1.7613)  -0.088
C (2.6984, -0.8577, -2.8494)  -0.048
C (3.8601, -0.0971, -2.8673)  -0.053
C (4.1740, 0.7228, -1.7919)  -0.058
C (3.3235, 0.7960, -0.6992)  -0.095
C (0.9231, 1.5157, 1.7812)  -0.396
C (2.1280, 1.8455, 2.5140)  -0.020
C (2.1575, 1.9418, 3.8773)  -0.013
C (1.0045, 1.6949, 4.6314)  0.085
C (-0.2065, 1.3177, 4.0312)  -0.152
C (-1.3604, 1.0293, 4.7952)  0.009
C (-2.5023, 0.6031, 4.1691)  -0.022
C (-2.5292, 0.4342, 2.7750)  -0.053
C (-1.4154, 0.7146, 2.0014)  -0.343
C (-0.2555, 1.1779, 2.6252)  -0.213
H (2.4918, -4.2694, 4.0086)  0.114
H (0.1356, -3.5208, 3.9928)  0.115
H (-0.5706, -1.6899, 2.5225)  0.062
H (3.4532, -1.3521, 1.0423)  0.103
H (4.1446, -3.1793, 2.5290)  0.113
H (0.9362, -1.3793, -1.7516)  0.107
H (2.4552, -1.5068, -3.6803)  0.117
H (4.5282, -0.1514, -3.7166)  0.114
H (5.0852, 1.3061, -1.8009)  0.115
H (3.5819, 1.4465, 0.1235)  0.083
H (3.0165, 2.1042, 1.9528)  0.100
H (3.0716, 2.2274, 4.3796)  0.123
H (1.0430, 1.7932, 5.7101)  0.137
H (-1.3244, 1.1464, 5.8709)  0.126
H (-3.3904, 0.3821, 4.7458)  0.122
H (-3.4348, 0.0739, 2.3033)  0.095
N (-0.1639, 1.6070, -3.8432)  0.209
C (-0.7948, 0.4888, -4.3740)  -0.169
C (-0.9637, 0.0502, -5.6817)  -0.007
C (-1.6698, -1.1239, -5.8497)  -0.068
C (-2.1923, -1.8341, -4.7567)  -0.060
C (-2.0249, -1.3949, -3.4597)  0.003
C (-1.3097, -0.2129, -3.2792)  -0.202
N (-0.9729, 0.4826, -2.1270)  -0.017
C (-0.3068, 1.5534, -2.5047)  -0.271
C (0.2087, 2.4508, -1.4866)  -0.354
C (1.2864, 3.2438, -1.5408)  -0.338
S (1.6610, 3.8708, 0.0431)  1.012
C (0.3892, 2.8193, 0.7991)  -0.484
N (-0.4218, 2.3241, -0.2511)  -0.175
H (0.2530, 2.3642, -4.3570)  0.176
H (-0.5696, 0.5999, -6.5256)  0.116
H (-1.8302, -1.5046, -6.8491)  0.110
H (-2.7446, -2.7455, -4.9400)  0.112
H (-2.4288, -1.9345, -2.6147)  0.083
H (1.9267, 3.4355, -2.3857)  0.086
H (-0.1611, 3.4072, 1.5300)  0.120
S (-7.8296, -2.5394, -0.4780)  0.589
C (-6.3534, -1.8687, -0.3992)  -1.499
S (-6.0550, -0.1635, -0.5955)  0.910
C (-4.3298, -0.2071, -0.3387)  -1.131
C (-3.7955, -1.4229, -0.0948)  -1.129
S (-2.1040, -1.7226, 0.2053)  0.572
S (-4.8991, -2.7739, -0.0766)  0.901
S (-3.4378, 1.2848, -0.3809)  0.595

=====

3.
ORCA calculation (ωB97M-V/def2-TZVPD) on a 2-piece molecular cluster, C3H11NSi overall.

Properties
largest force on an atom: 4.92 eV/Å
LUMO level (spin up / spin down): -0.198 / -1.471 eV
M: 89.21 g/mol
ΔE to the lowest compared entry with this formula, charge and spin: 448.5 kJ/mol
HOMO energy (spin up / spin down): -9.369 / -9.228 eV
total charge: 0
energy: -464.970678 hartree

Last column: Löwdin charge in e.
Cartesian coordinates (Å):
C (-3.2028, -0.4157, -0.0520)  0.136
C (0.2426, 1.5992, -0.1716)  -0.205
C (2.7200, -0.3261, -0.1906)  -0.204
N (-0.1655, -1.3586, -0.3581)  -0.049
Si (0.7928, -0.2456, 0.4452)  0.444
H (-3.3100, 0.5683, -0.2167)  -0.045
H (-3.4413, -1.1270, -0.7043)  -0.046
H (-3.3421, -0.5439, 0.9707)  -0.017
H (-0.7712, 1.7450, 0.3124)  0.017
H (1.0496, 2.2717, -0.0492)  -0.020
H (0.2513, 1.5505, -1.3002)  0.037
H (2.6543, -1.0487, -1.0661)  0.033
H (2.9590, 0.6527, -0.3966)  -0.041
H (3.2502, -0.7696, 0.6643)  0.004
H (-0.7217, -2.0704, 0.1373)  -0.011
H (1.0349, -0.4820, 1.9755)  -0.035

=====

4.
ORCA calculation (ωB97M-V/def2-TZVPD) on C24H27CoF6NO2P2 as an isolated structure.

Properties
multiplicity: 5
largest force on an atom: 8.73 eV/Å
LUMO level (spin up / spin down): -3.972 / -5.433 eV
M: 596.35 g/mol
ΔE to the lowest compared entry with this formula, charge and spin: 730.2 kJ/mol
HOMO energy (spin up / spin down): -9.372 / -10.960 eV
total charge: +1
expectation value of S²: 6.066
energy: -3800.180466 hartree

Last column: Löwdin charge in e.
Cartesian coordinates (Å):
C (3.4929, -2.6639, 1.0133)  -0.042
C (2.8675, -1.4594, 1.3761)  -0.230
C (3.0482, -0.3662, 0.4884)  -0.174
C (2.7272, -0.8230, -0.8847)  -0.182
C (3.2914, -2.0370, -1.3111)  -0.038
C (3.7891, -2.8915, -0.3537)  -0.082
C (2.1189, 0.0930, -1.7502)  0.013
C (1.8620, 1.3744, -1.2491)  -0.178
C (2.2981, 1.6948, 0.1173)  -0.163
C (1.4335, 2.7001, 0.6560)  -0.213
C (1.0882, 3.7824, -0.1570)  -0.030
C (1.2684, 3.6704, -1.5680)  -0.044
C (1.5439, 2.4360, -2.1146)  -0.025
H (3.7006, -3.4479, 1.7442)  0.121
H (3.2765, -2.2839, -2.3984)  0.140
H (4.3067, -3.7997, -0.6536)  0.111
H (1.3353, -0.3281, -2.4626)  0.133
H (0.6415, 4.6728, 0.2589)  0.117
H (1.0605, 4.5168, -2.1977)  0.108
H (1.5183, 2.2567, -3.2116)  0.137
N (3.2165, 0.9477, 0.8140)  0.250
Co (-1.1951, -0.5714, -0.0144)  0.234
C (1.7884, -1.4006, 2.4554)  -0.184
H (1.8562, -0.4261, 2.9840)  0.089
H (1.8830, -2.2076, 3.2209)  0.112
C (0.6728, 2.4195, 1.9382)  -0.224
H (1.3239, 1.8699, 2.6425)  0.082
H (0.3268, 3.3594, 2.4079)  0.105
P (0.0376, -1.5783, 1.6895)  0.895
P (-0.8529, 1.3268, 1.5988)  0.911
C (-2.0433, 2.4852, 0.8377)  -0.229
H (-3.0448, 2.0293, 0.7746)  0.061
H (-2.0897, 3.3859, 1.4638)  0.058
H (-1.7031, 2.7286, -0.1760)  0.043
C (-1.5289, 1.2190, 3.3127)  -0.240
H (-1.8263, 2.2309, 3.6223)  0.060
H (-2.4062, 0.5583, 3.3350)  0.047
H (-0.7516, 0.8454, 3.9906)  0.039
C (0.0451, -3.1571, 0.7834)  -0.210
H (0.3899, -3.9475, 1.4553)  0.065
H (-0.9659, -3.3906, 0.4187)  0.062
H (0.7090, -3.0675, -0.0793)  0.050
C (-0.8457, -2.1164, 3.2395)  -0.196
H (-1.9097, -2.3228, 3.0499)  0.054
H (-0.3520, -3.0401, 3.5758)  0.066
H (-0.7606, -1.3527, 4.0234)  0.041
C (-2.5842, -1.0330, 0.7949)  -0.221
O (-3.6038, -1.1877, 1.3319)  0.179
H (0.0443, -0.5254, 0.2366)  -0.044
C (-1.1864, 0.5126, -3.8331)  0.027
C (-1.9507, 0.0625, -2.5920)  -0.417
O (-1.3763, 0.5516, -1.4420)  -0.192
C (-3.3929, 0.6981, -2.5525)  -0.481
F (-4.1934, 0.3743, -3.6029)  0.154
F (-4.0508, 0.3542, -1.4060)  0.123
F (-3.2641, 2.0587, -2.5362)  0.138
C (-2.0369, -1.5283, -2.6728)  -0.466
F (-2.8103, -2.0860, -1.6888)  0.113
F (-2.5361, -1.9718, -3.8559)  0.160
F (-0.7770, -2.0810, -2.5526)  0.109
H (-0.9544, 1.5813, -3.7261)  0.101
H (-1.7455, 0.3165, -4.7498)  0.107
H (-0.2235, -0.0206, -3.8588)  0.086